[1]
Here is a structure of composition C45H51BN6O2W from the OMol25 dataset. Energies are from wB97M-V/def2-TZVPD.

Properties
spin multiplicity = 3
LUMO (spin up / spin down) = -0.1113 / -0.1089 hartree
energy = -63026.5712 eV
charge = 0
Kohn-Sham gap (spin up / spin down) = 3.376 / 3.442 eV

Cartesian coordinates (Å):
W1 -0.88461 -0.91706 0.17157
C1 -4.78329 0.17152 -4.37267
C2 -3.37520 0.80297 -4.58908
C3 -2.57978 0.92262 -3.33239
C4 -2.26702 2.12682 -2.59202
C5 -2.57070 3.55391 -2.88411
C6 -1.29667 4.51169 -2.93585
C7 -1.65704 1.68210 -1.39443
N1 -1.53841 0.22751 -1.40900
C8 -2.12375 -0.18497 -2.61552
C9 -2.27587 -1.56499 -2.98293
C10 -1.94276 -2.58225 -2.09523
C11 -2.37687 -3.90641 -2.20199
C12 -3.31570 -4.33212 -3.34208
C13 -4.73900 -3.76953 -3.04929
C14 -1.88077 -4.70221 -1.13067
C15 -0.94272 -3.84711 -0.50134
C16 0.12104 -4.24598 0.38876
C17 1.08328 -3.33598 0.88954
N2 0.82583 -1.93270 0.95394
C18 1.78630 -1.39905 1.78426
C19 1.68303 -0.20666 2.48859
C20 0.85552 0.87303 2.02949
N3 0.09264 0.80746 0.85883
C21 -0.38256 2.13513 0.66277
C22 -1.16675 2.57023 -0.37976
C23 0.18808 3.00943 1.60091
C24 0.85358 2.19980 2.52825
C25 1.27002 2.51766 3.95448
C26 0.61436 1.61665 5.05628
C27 -0.00628 4.46935 1.60537
C28 -1.19269 4.84665 2.48529
C29 2.73199 -2.39710 2.06039
C30 2.37373 -3.56624 1.44175
C31 3.10403 -4.84742 1.28918
C32 3.17189 -5.79588 2.51151
C33 4.01533 -2.12750 2.80879
C34 3.76657 -2.35239 4.31891
N4 -1.01066 -2.51038 -1.02407
C35 -2.33986 -6.06237 -0.70824
C36 -3.84837 -6.19516 -0.63223
H1 -4.78308 -0.82383 -3.93515
H2 -5.42127 0.86092 -3.78366
H3 -5.30597 0.08325 -5.43015
H4 -2.82784 0.34145 -5.41195
H5 -3.54585 1.84817 -4.99648
H6 -3.02770 3.68675 -3.88935
H7 -3.27283 3.96308 -2.15868
H8 -0.56281 4.16136 -3.68061
H9 -1.58297 5.56694 -3.09661
H10 -0.84940 4.51251 -1.92255
H11 -2.81899 -1.87785 -3.90179
H12 -2.91555 -3.86075 -4.26361
H13 -3.33461 -5.43225 -3.42618
H14 -4.80350 -2.69468 -2.81364
H15 -5.45020 -4.11248 -3.78604
H16 -5.06234 -4.17560 -2.07015
H17 0.34516 -5.31244 0.57969
H18 2.41090 0.03470 3.29820
H19 -1.54020 3.57863 -0.31843
H20 2.34750 2.43642 3.96458
H21 1.01190 3.57794 4.18611
H22 0.61946 2.17952 6.04942
H23 -0.38301 1.22619 4.81965
H24 1.25612 0.71143 5.22307
H25 0.93669 4.94341 1.89343
H26 -0.25706 4.71897 0.58679
H27 -2.10816 4.40350 2.04190
H28 -0.97690 4.54884 3.48288
H29 -1.45160 5.89021 2.47591
H30 2.72268 -5.44108 0.43623
H31 4.05423 -4.69147 0.85343
H32 4.22254 -5.99154 2.75978
H33 2.72637 -5.33033 3.39333
H34 2.66721 -6.74005 2.26401
H35 4.78734 -2.81301 2.45886
H36 4.27496 -1.07491 2.65914
H37 4.72600 -2.07627 4.82808
H38 2.89234 -1.77372 4.65645
H39 3.48717 -3.34854 4.58295
H40 -1.89696 -6.81769 -1.39902
H41 -1.95469 -6.21722 0.29282
H42 -4.21899 -6.16478 -1.66228
H43 -4.13685 -7.19216 -0.14155
H44 -4.39756 -5.31069 -0.18051
O1 6.21516 7.98843 -0.47176
C37 5.57332 6.91315 -0.34237
N5 4.61988 6.72445 0.60333
C38 4.16161 5.43349 0.52571
O2 3.61114 4.82412 1.45080
C39 4.76776 4.82180 -0.73710
C40 4.44045 3.68175 -1.43256
C41 5.04925 3.53117 -2.73201
C42 5.90388 4.48715 -3.20654
C43 6.22786 5.66207 -2.45967
C44 5.61020 5.81599 -1.27122
H45 3.75068 2.92895 -1.06422
H46 4.78028 2.64060 -3.27688
H47 6.59494 4.28079 -4.03753
H48 6.96751 6.42205 -2.74964
B1 -4.14073 -1.02697 3.33271
C45 -3.00655 -1.23133 2.36448
N6 -2.32607 -1.13420 1.36606
H49 -4.47989 0.14034 3.45152
H50 -3.89293 -1.42135 4.48872
H51 -5.06940 -1.74637 2.96382

Atomic forces in eV per Å
2.899 0.911 -0.309
-0.870 0.702 -2.341
-0.826 1.567 -0.642
0.079 2.389 0.186
-0.717 -2.529 -0.669
0.798 1.396 -1.480
-0.553 -0.519 1.071
0.533 -0.882 0.175
-0.659 2.145 -0.244
0.573 -1.203 0.487
-0.228 1.203 1.092
1.451 -0.049 -0.077
-0.837 -2.193 -0.161
0.113 1.107 0.894
0.205 -0.679 1.421
-0.604 2.169 -1.668
1.500 0.386 1.091
0.644 1.085 -0.471
-1.861 1.218 -1.193
-1.348 -0.725 0.174
-1.404 0.301 0.758
-0.102 1.458 -1.000
0.491 -0.989 -0.560
-0.669 -0.035 0.176
0.688 -0.816 -1.088
-0.731 -2.639 -0.368
0.680 -1.146 1.963
-0.915 0.567 0.711
-0.661 0.696 -0.268
1.256 -0.125 0.777
-0.072 0.198 0.097
-0.649 -0.047 -1.184
2.486 -1.340 -0.087
-0.163 0.097 0.591
-0.699 -1.359 -0.439
0.368 0.287 -0.146
-1.337 -0.383 0.433
0.864 1.096 0.000
-1.071 -1.381 -0.174
0.853 0.062 0.012
-1.339 -0.314 -0.129
0.089 0.117 0.098
0.407 -0.534 -0.144
0.986 0.112 2.085
0.071 -0.456 0.235
0.112 -1.072 0.540
-0.039 -0.450 0.687
-0.082 -0.072 0.091
-0.323 0.264 0.365
-0.013 -0.629 -0.323
0.214 -0.014 -0.811
0.516 0.679 0.860
-0.237 -0.674 0.279
0.023 0.586 -0.190
0.303 -0.280 -0.824
-0.251 0.284 -0.286
0.020 -0.148 -0.558
-0.499 0.720 -0.289
-0.767 -0.352 -0.827
0.178 0.057 -0.429
0.427 0.114 0.448
0.360 -0.727 -0.386
-0.221 -0.764 -1.372
0.114 0.481 -0.002
-0.556 0.689 -0.085
-0.118 0.129 -0.114
0.353 0.620 -0.358
0.402 -0.351 0.728
-0.403 -0.385 0.917
0.477 0.698 0.034
-0.666 0.427 0.420
1.531 0.694 0.188
-0.298 -0.175 -0.008
-0.132 -0.207 -0.110
0.179 0.272 0.396
0.152 0.276 -0.071
0.392 -0.328 -0.106
-1.131 -0.157 0.057
0.612 0.284 0.060
0.178 -0.951 -0.116
-0.394 0.265 0.577
0.393 -0.303 0.119
-0.223 -0.520 0.210
0.255 1.628 -0.699
0.974 -1.146 0.100
-0.498 -1.996 -0.074
-0.059 4.336 0.908
-0.475 -0.895 0.453
2.082 0.750 1.160
-0.825 -0.218 -0.953
-1.179 -0.109 -0.435
0.809 0.409 -1.194
-1.059 -0.091 1.665
2.076 0.672 -0.099
0.326 -0.497 -0.716
-0.523 -2.119 0.002
0.050 0.139 0.105
0.294 -0.107 -0.349
-0.903 0.041 -0.122
-0.432 -0.494 -0.265
-0.949 -0.600 2.172
1.069 1.152 -3.173
-2.277 -0.895 3.727
0.329 -0.202 -0.583
0.208 0.081 -0.752
0.403 0.253 -0.271



[2]
Here is a structure of composition C45H51BrIrN4O4S4Si from the OMol25 dataset. Energies are from wB97M-V/def2-TZVPD.

Properties
spin multiplicity = 1
relative energy (zero: lowest compared OMol25 entry of this formula, charge and spin) = 1.770 eV
LUMO = 0.0861 hartree
energy = -185747.7710 eV
charge = -1
Kohn-Sham gap = 7.093 eV

Cartesian coordinates (Å):
Ir1 0.12436 -0.30445 0.19635
C1 3.03226 -2.08038 1.75075
C2 2.42903 -0.90216 2.45508
C3 2.88847 -0.45100 3.68077
C4 2.34052 0.71490 4.21730
C5 1.39506 1.44244 3.53060
C6 0.99022 0.96583 2.26769
N1 1.48755 -0.21496 1.80889
N2 0.14245 1.46992 1.35267
Si1 -0.49357 3.08909 1.37844
C7 0.91079 4.33546 1.23572
C8 -1.42211 3.56817 2.94561
C9 -1.74100 3.35105 0.01820
H1 4.03854 -1.81963 1.41724
H2 2.44517 -2.34264 0.87172
H3 3.11540 -2.93957 2.41575
H4 3.66371 -0.99878 4.19865
H5 2.67840 1.06403 5.18663
H6 0.97797 2.35125 3.93622
H7 1.65133 4.19505 2.02678
H8 0.51496 5.35082 1.32678
H9 1.42561 4.26197 0.27473
H10 -0.89643 3.35193 3.87612
H11 -2.39170 3.07561 2.99294
H12 -1.59451 4.64814 2.90306
H13 -1.33088 3.34975 -0.98836
H14 -2.25593 4.30208 0.18180
H15 -2.48202 2.55130 0.07069
O1 -0.83276 0.51894 -1.49928
C10 -0.49950 0.56192 -2.84939
C11 -0.29554 -0.77416 -3.59379
C12 0.84982 -1.50351 -3.71991
C13 0.66730 -2.74004 -4.39368
C14 -0.61901 -2.93866 -4.78551
S1 -1.60194 -1.61384 -4.35551
C15 -1.66494 1.33092 -3.51443
C16 -2.70944 1.93608 -2.88340
C17 -3.57115 2.64956 -3.76166
C18 -3.15690 2.58498 -5.05578
S2 -1.72629 1.66077 -5.20943
C19 0.75317 1.42718 -3.05656
C20 1.20907 2.37531 -2.19283
C21 2.31677 3.11120 -2.69456
C22 2.67164 2.71439 -3.94691
S3 1.68854 1.43052 -4.49841
H16 1.79818 -1.17969 -3.32150
H17 1.46600 -3.44638 -4.57232
H18 -1.03517 -3.77488 -5.32486
H19 -2.84589 1.86488 -1.81485
H20 -4.45554 3.18198 -3.43971
H21 -3.61571 3.02432 -5.92723
H22 0.76400 2.50809 -1.22094
H23 2.83689 3.88037 -2.13968
H24 3.49145 3.06981 -4.55033
C23 -3.83446 0.51959 1.43664
C24 -3.79795 -0.17070 2.79051
C25 -3.05217 0.67027 3.83150
C26 -3.21314 -1.56699 2.80265
C27 -3.96620 -2.57728 3.38372
C28 -3.42066 -3.81035 3.71244
C29 -2.06068 -3.98320 3.51891
C30 -1.27019 -3.01241 2.91296
C31 0.23472 -3.19976 2.91163
C32 0.74095 -3.04248 4.35051
C33 0.72332 -4.53135 2.33635
C34 -1.85274 -1.79975 2.43902
O2 -1.14323 -0.85310 1.86735
H25 -4.27207 1.51878 1.52892
H26 -4.45314 -0.05002 0.74519
H27 -2.83104 0.61051 1.02082
H28 -4.83422 -0.26774 3.13522
H29 -2.03421 0.86751 3.49214
H30 -2.99804 0.13744 4.78308
H31 -3.56059 1.62248 4.00193
H32 -5.00277 -2.36754 3.63158
H33 -4.02119 -4.57967 4.18274
H34 -1.58823 -4.89679 3.86939
H35 0.64174 -2.39658 2.30487
H36 0.27190 -3.78495 5.00189
H37 0.49966 -2.05185 4.73956
H38 1.82301 -3.18200 4.41315
H39 0.34408 -5.38168 2.91198
H40 1.81376 -4.57970 2.36894
H41 0.44307 -4.64503 1.28958
C35 -3.41272 -1.21204 -1.49514
N3 -3.15976 -2.46874 -0.81499
C36 -4.16848 -3.32195 -0.41802
C37 -3.59193 -4.39979 0.14518
N4 -2.23964 -4.18371 0.07302
C38 -1.95725 -2.98954 -0.48841
S4 -0.34789 -2.48203 -0.84900
H42 -4.36534 -0.81945 -1.15123
H43 -3.46226 -1.37920 -2.56605
H44 -2.60452 -0.51350 -1.28204
H45 -5.20297 -3.07745 -0.57621
H46 -4.01326 -5.27561 0.60057
H47 -1.53684 -4.70840 0.56499
Br1 5.96660 -0.97401 -0.80628
C39 5.13708 0.55650 -0.03750
C40 5.90173 1.26954 0.87501
C41 5.36098 2.37657 1.50818
C42 4.05456 2.75164 1.23562
C43 3.29695 2.01342 0.34231
C44 3.81821 0.90700 -0.31802
C45 2.98353 0.13270 -1.32433
O3 3.47666 -0.01068 -2.43157
O4 1.88633 -0.43364 -0.94057
H48 6.91389 0.95102 1.08339
H49 5.95824 2.93565 2.21772
H50 3.61957 3.61096 1.72867
H51 2.26867 2.28589 0.14512

Atomic forces in eV per Å
0.730 -0.382 -0.071
-0.014 0.023 0.033
0.253 0.166 -0.241
0.037 0.066 -0.004
0.039 -0.011 -0.041
0.041 -0.015 -0.064
-0.016 -0.047 -0.008
-0.693 -0.323 0.353
0.489 0.164 -0.066
-0.091 0.007 -0.075
-0.033 0.032 -0.064
0.068 -0.027 0.032
0.056 -0.072 0.045
0.011 0.026 -0.029
-0.019 -0.023 0.014
0.024 0.041 0.015
0.005 0.007 -0.002
-0.003 0.003 -0.004
0.004 0.016 0.010
-0.078 0.001 0.010
-0.002 -0.001 -0.008
-0.010 0.051 0.028
-0.019 0.001 0.021
0.017 0.043 -0.037
0.006 0.005 -0.001
0.091 -0.023 -0.023
0.013 0.018 0.028
0.011 0.082 0.023
-0.646 -0.339 0.216
0.148 0.134 0.063
-0.089 -0.028 0.115
0.050 -0.005 -0.002
0.033 0.007 0.005
0.002 -0.010 -0.002
-0.048 0.072 0.075
0.102 0.088 -0.087
-0.114 -0.207 0.128
-0.001 -0.028 -0.038
-0.014 0.001 0.006
0.031 0.029 0.012
-0.036 0.102 -0.109
-0.081 0.018 -0.121
-0.021 0.018 -0.058
-0.027 0.019 0.009
-0.042 0.100 -0.012
0.074 0.064 0.081
-0.002 0.003 -0.002
0.009 0.001 -0.002
0.026 -0.026 -0.148
0.008 0.009 -0.001
-0.006 0.002 0.002
-0.111 0.020 0.023
0.005 0.000 0.001
0.004 -0.006 0.011
0.011 0.061 -0.023
0.012 -0.007 0.099
-0.010 -0.013 0.019
0.027 -0.008 -0.157
-0.019 -0.030 0.002
-0.016 0.026 0.029
0.011 -0.070 -0.122
-0.013 -0.113 -0.184
-0.047 0.002 -0.003
0.027 0.028 -0.003
-0.100 -0.002 0.117
0.198 -0.153 0.068
-0.465 0.562 -0.114
0.017 0.002 0.001
-0.028 0.010 -0.043
0.005 -0.049 -0.016
0.000 -0.030 0.002
0.000 -0.034 0.011
-0.023 0.007 0.007
0.001 -0.002 -0.009
-0.003 0.002 -0.008
-0.005 -0.002 -0.019
-0.002 0.012 -0.003
-0.090 -0.085 -0.026
-0.012 -0.008 -0.014
0.003 -0.003 -0.003
0.027 0.040 -0.019
-0.020 0.013 -0.056
-0.053 -0.046 0.024
-0.041 0.009 -0.097
0.069 0.102 -0.063
0.088 0.072 0.207
-0.028 -0.047 -0.060
-0.063 -0.032 0.007
0.186 -0.021 0.189
-0.025 0.162 -0.094
0.295 -0.163 0.339
0.017 0.017 0.051
-0.011 -0.003 -0.048
0.040 0.051 -0.058
0.003 0.017 0.023
-0.012 0.009 0.033
0.078 -0.006 -0.022
-0.054 -0.002 -0.033
-0.036 -0.045 0.094
-0.017 0.016 -0.020
0.019 -0.015 -0.014
0.047 0.007 0.040
-0.078 0.035 0.005
-0.077 -0.101 0.135
0.065 -0.246 0.190
-0.022 -0.145 0.003
-0.222 0.458 -0.473
0.000 0.003 0.002
0.004 0.000 -0.005
0.048 -0.026 -0.024
0.125 -0.086 0.097



> Which formula does entry 2 have?

C45H51BrIrN4O4S4Si